(1)
This record from OMol25 describes C32H72N2O20P as an isolated structure in a non-equilibrium geometry. The level of theory is ωB97M-V with the def2-TZVPD basis set.

```
127
Properties=species:S:1:pos:R:3:forces:R:3
N -0.69714 3.64887 -0.58987 -0.811 5.950 -3.620
H -1.27014 4.52687 -0.90187 1.562 -1.612 0.297
H 0.24186 3.92387 -0.38287 0.789 -0.640 0.330
H -0.84714 2.97987 -1.28287 0.624 -2.073 -1.422
H -1.20214 3.36887 0.13813 -1.811 -2.531 4.916
N -0.87414 -0.09913 -1.67587 -4.952 -10.108 -12.247
H -1.55314 0.24487 -1.10987 -4.082 0.541 2.603
H -0.21114 -0.47913 -1.09987 1.596 -3.125 0.184
H -0.50114 0.69987 -1.98987 1.638 2.879 -2.264
H -1.17214 -0.69913 -2.47887 -0.255 -0.126 0.995
P -0.14514 0.68087 0.41913 1.352 8.267 0.048
O 0.04886 -0.63313 0.84213 1.958 -7.895 3.348
O 0.52486 0.83987 -0.92987 8.648 6.091 2.349
O 0.15886 1.87087 1.26213 1.347 1.907 2.639
O -1.56314 0.89587 0.02313 -6.181 4.234 1.278
O 1.04786 -1.25413 6.28113 0.041 2.279 -2.701
C 1.19286 -0.48213 5.28013 -2.880 -3.776 2.739
O 2.27286 0.19187 5.13813 0.611 0.163 -3.217
C 3.08286 0.44487 6.22313 2.489 0.686 -0.370
C 3.71686 1.80287 5.83113 2.818 -3.855 5.822
C 0.15386 -0.35513 4.15113 12.454 3.642 -4.411
H 3.76786 -0.34613 6.63913 -0.453 0.396 -1.326
H 2.36986 0.54587 6.94013 -1.442 0.803 3.023
H 4.32686 2.04287 6.78213 -0.291 -0.158 -1.366
H 2.98786 2.45587 5.93713 -3.331 3.440 -0.878
H 4.37786 1.73987 5.05613 1.173 0.197 -2.397
H -0.65214 -0.69213 4.39513 -9.757 -2.710 3.109
H 0.50386 -1.18813 3.45513 -0.137 0.987 0.366
H 0.37786 0.62587 3.49313 -1.338 -2.124 1.592
O 3.88786 -1.53613 -3.38187 -2.639 0.008 0.113
C 2.82686 -1.08813 -2.94887 1.841 0.710 2.212
O 1.68186 -1.78713 -2.62687 1.617 3.818 -0.061
C 1.69686 -3.10713 -2.85487 0.593 -3.020 4.672
C 0.37586 -3.69813 -2.41587 -1.391 0.087 2.896
C 2.66886 0.33687 -2.39687 2.058 1.522 -1.849
H 2.66386 -3.62513 -2.52087 -1.332 0.647 1.105
H 1.90786 -3.28513 -3.78087 0.131 -0.862 -6.399
H -0.52514 -2.93913 -2.70687 2.044 -2.130 1.100
H 0.31886 -4.22313 -1.23287 0.247 2.603 -3.033
H 0.28186 -4.63313 -2.88987 -0.537 -1.014 -1.328
H 3.64886 1.03087 -2.47187 -1.955 -2.208 -0.627
H 2.38586 0.47787 -1.34787 -0.739 -0.888 -0.852
H 1.88486 0.79987 -3.14787 2.197 -2.737 4.611
O 5.48086 0.26187 2.12313 -2.713 2.276 -1.094
C 4.47086 0.84087 1.65713 2.461 -0.926 -0.380
O 4.62886 1.97187 0.88513 0.734 -0.648 1.897
C 3.57086 2.38787 0.06413 -0.054 3.192 2.128
C 4.12086 3.05487 -1.08687 4.790 1.745 0.273
C 3.12586 0.24887 1.77013 -3.478 0.572 5.487
H 2.76386 3.05387 0.40813 0.467 -0.190 1.624
H 3.06686 1.57687 -0.20387 -2.175 -3.202 -1.377
H 4.61186 2.27787 -1.56387 1.213 -1.208 -1.717
H 5.04686 3.83787 -0.96787 -2.731 -1.436 0.300
H 3.35686 3.39087 -1.67287 -1.831 1.305 -1.829
H 3.24386 -0.56313 2.60813 -0.090 1.165 -2.148
H 2.46186 -0.05713 0.95013 1.038 0.587 0.005
H 2.21986 0.87887 2.44613 2.924 -0.655 -2.177
O -2.46014 -2.07413 -0.63487 -0.707 -0.923 2.502
C -2.48214 -2.14413 0.60013 2.242 0.728 -1.326
O -2.39914 -3.29613 1.32513 0.027 -0.346 -0.368
C -2.34314 -4.56513 0.65613 4.702 0.687 -1.086
C -1.83014 -5.65513 1.55513 6.886 0.541 -5.264
C -2.45914 -0.93213 1.51113 -1.663 -0.879 1.342
H -1.59614 -4.60913 -0.20387 -0.822 0.996 0.790
H -3.21514 -4.73213 0.18413 -3.442 -0.846 -1.146
H -2.28614 -5.56513 2.38413 -3.391 -0.771 6.256
H -0.62314 -5.48113 1.79613 -3.031 0.209 -0.422
H -1.65714 -6.58713 0.98513 -1.225 0.102 0.666
H -3.37714 -1.16613 2.07913 -0.061 0.400 0.401
H -2.65514 -0.03513 0.83713 0.754 -1.487 1.599
H -1.59414 -0.84513 2.32413 -1.909 -0.392 -2.410
O -2.60414 4.18187 5.21813 -0.395 -1.131 -1.544
C -2.40314 3.56787 4.17913 0.021 0.491 1.002
O -3.39414 2.76687 3.61513 1.983 1.523 1.225
C -3.11214 2.00087 2.43313 -2.032 0.848 -0.658
C -4.57414 1.65287 1.96713 7.390 -7.024 -0.248
C -1.07014 3.69087 3.45313 -0.065 1.487 0.839
H -2.30914 1.27587 2.56013 -0.674 -0.365 0.241
H -2.79014 2.57987 1.57913 0.687 0.839 0.122
H -5.07714 2.41387 1.81213 -4.491 7.730 -1.135
H -5.04314 1.05587 2.67913 -0.881 -1.477 0.842
H -4.38414 1.20687 0.96913 -0.672 -0.480 0.639
H -0.27314 4.25087 3.96113 -0.676 -0.312 1.118
H -1.15814 4.40687 2.65113 -0.540 -0.403 -1.142
H -0.61714 2.78187 3.19313 0.256 -1.294 -1.178
O 0.83586 3.70287 -5.13287 0.129 -0.091 -0.151
C 0.22886 2.66487 -5.06887 -0.633 0.055 1.050
O -1.05914 2.53387 -5.41287 -1.891 -0.187 -0.395
C -1.93614 3.68387 -5.83087 2.776 0.960 2.729
C -3.07414 3.18787 -6.58487 -2.879 -2.024 -0.672
C 0.73886 1.36187 -4.49687 2.985 -1.247 -1.161
H -1.16214 4.29287 -6.43087 -1.754 -0.006 1.292
H -2.41514 4.10487 -4.74087 1.877 -0.410 -3.194
H -2.88514 2.57887 -7.47987 0.642 0.302 0.156
H -3.77914 3.97687 -6.94887 0.688 -0.348 0.678
H -3.66314 2.45687 -5.92887 0.551 1.125 -0.692
H 0.83386 0.54687 -5.36287 0.263 1.884 1.636
H 0.23486 0.77787 -3.74087 -1.376 0.580 -0.066
H 1.80786 1.45887 -3.80887 -2.921 2.167 -4.776
O 2.89786 -4.45613 0.27813 0.519 -0.732 -0.309
C 2.81786 -3.65013 1.17013 -1.515 -0.492 0.118
O 3.03086 -3.94413 2.44513 0.399 1.973 2.381
C 3.51886 -5.19113 2.93713 1.305 0.154 -0.597
C 3.22786 -5.39813 4.45813 -3.295 0.918 -4.483
C 2.39086 -2.25613 0.92313 2.905 2.133 3.417
H 4.66186 -5.21113 2.76513 -1.752 -0.219 0.065
H 2.97586 -5.78513 2.22313 0.386 -1.829 0.311
H 2.15986 -5.27313 4.63413 -0.279 -0.162 -0.203
H 3.61586 -4.64513 4.98313 2.169 2.755 2.194
H 3.46586 -6.32813 4.77213 1.207 -2.903 0.957
H 3.43586 -1.68113 1.00913 -2.203 -1.623 -0.856
H 1.67786 -1.53813 1.49313 0.939 -2.539 -0.132
H 1.98786 -2.22513 0.00213 -0.927 0.205 -3.493
O -3.30514 -1.59613 -3.38287 0.263 0.633 0.816
C -3.93414 -0.76613 -3.96187 -0.793 -0.062 -2.993
O -4.14514 0.54787 -3.65687 0.830 -1.631 0.300
C -3.44314 0.98187 -2.47687 -7.741 2.278 0.922
C -3.72614 2.52387 -2.39787 1.462 -0.482 -2.239
C -4.62914 -1.08813 -5.33387 1.266 0.486 0.745
H -2.51014 0.76487 -2.47587 5.796 -0.998 -0.863
H -3.81014 0.43087 -1.54187 0.001 0.808 -1.276
H -4.71614 2.91487 -2.72587 0.397 -0.820 1.034
H -3.02914 3.13087 -3.08087 -0.562 -1.141 0.743
H -3.36714 2.66287 -1.42087 -0.305 1.225 1.721
H -5.65414 -0.99513 -5.13487 -1.715 0.845 -0.095
H -4.56814 -2.13813 -5.55587 0.791 -0.406 -0.123
H -4.28514 -0.45413 -6.18687 -0.356 -0.434 0.876
```
Positions in Å, forces in eV/Å.

Calculated values
Energy relative to the best compared isomer or geometry (same formula, charge and spin) (kcal per mole): 240.06
Charge: -1
LUMO (eV): 1.3

=====

(2)
This record from OMol25 describes a 6-piece molecular cluster, C32H74FN2O4P overall in a non-equilibrium geometry. The level of theory is ωB97M-V with the def2-TZVPD basis set.

```
114
Properties=species:S:1:pos:R:3:forces:R:3
O -0.73075 5.04289 6.36576 0.326 0.031 -0.165
N -1.51893 4.45252 5.72826 -0.567 -0.114 0.353
O -1.24485 3.08693 5.62819 0.156 0.343 -0.703
P 0.37285 2.64660 5.05701 0.317 -0.348 0.714
C 2.06348 1.92830 4.46290 0.553 -0.473 -0.144
O 2.25768 0.75522 4.57714 -0.272 -0.023 -0.116
N 3.11844 2.74352 3.83586 -0.672 0.597 -0.319
C 3.35277 3.95627 4.46539 1.263 -0.593 1.221
O 3.92242 4.03871 5.51238 -0.805 0.337 -0.421
F 2.93733 5.04416 3.81487 -0.037 0.137 -0.488
H 0.50018 3.81625 4.29404 -0.111 0.029 0.090
H 0.87616 2.65676 6.36450 0.026 0.003 -0.094
H -0.21260 1.47859 4.55757 -0.092 0.056 0.119
H 2.97309 2.82263 2.83507 -0.088 -0.003 -0.051
C 2.88869 2.45840 8.79679 -0.065 0.167 0.002
C 4.06878 3.36208 9.13412 -0.055 0.016 -0.023
C 5.40604 2.83026 8.62928 0.114 0.000 0.005
C 5.83881 1.49198 9.23117 -0.074 -0.020 0.010
C 5.94490 1.47292 10.75537 0.127 0.003 -0.022
C 6.98826 2.44275 11.30310 -0.108 -0.044 0.068
H 2.97000 1.47153 9.25365 0.034 -0.019 -0.042
H 1.95650 2.90686 9.14674 -0.031 -0.043 -0.030
H 2.82409 2.33892 7.71141 -0.002 -0.122 0.014
H 4.10500 3.52928 10.21458 0.037 -0.006 -0.001
H 3.89255 4.34047 8.68031 0.026 0.012 0.016
H 6.17651 3.58289 8.81897 0.014 -0.016 0.003
H 5.35716 2.72135 7.54228 -0.038 0.030 -0.007
H 6.80923 1.21874 8.80521 0.010 -0.005 0.010
H 5.14392 0.70825 8.91620 -0.004 0.007 -0.016
H 6.20770 0.45969 11.07067 -0.036 -0.008 0.014
H 4.97224 1.68909 11.20572 -0.016 -0.007 -0.021
H 7.97670 2.21997 10.89647 0.007 0.031 -0.026
H 7.04936 2.36885 12.38986 0.034 0.019 0.000
H 6.74520 3.47758 11.05843 0.020 0.008 -0.015
C -3.00925 1.58117 2.89697 0.000 -0.096 -0.049
C -2.02168 1.42212 1.74673 0.052 0.061 0.134
C -1.65544 2.74078 1.06834 0.108 -0.022 -0.024
C -2.82017 3.46764 0.39797 -0.071 0.004 0.058
C -3.54777 2.64149 -0.66066 0.081 0.081 -0.096
C -2.64849 2.23793 -1.82576 -0.146 -0.098 0.009
H -3.96271 1.98541 2.55499 -0.009 0.015 0.013
H -3.21114 0.61573 3.36374 -0.025 0.018 0.029
H -2.61341 2.24653 3.66575 -0.064 0.036 0.003
H -2.42295 0.71590 1.01537 0.058 0.000 -0.034
H -1.10127 0.97026 2.13392 -0.005 -0.072 -0.067
H -0.87248 2.55016 0.32785 0.000 0.019 0.001
H -1.20751 3.41226 1.81119 -0.021 -0.002 0.019
H -2.43817 4.38335 -0.06361 -0.007 -0.003 -0.026
H -3.53932 3.79279 1.15451 0.022 -0.016 0.025
H -4.38544 3.22900 -1.04426 -0.018 -0.015 0.009
H -3.98526 1.74662 -0.21003 -0.006 0.018 0.029
H -2.22882 3.11686 -2.31922 0.039 -0.002 0.013
H -3.21661 1.67568 -2.56866 0.043 0.002 -0.041
H -1.82334 1.60349 -1.49741 0.019 0.009 -0.025
C 0.24215 -1.77952 0.47865 0.027 0.019 0.098
C 1.39670 -1.11822 1.22527 -0.123 0.020 -0.070
C 2.24155 -0.19800 0.34676 0.038 0.068 0.061
C 2.94938 -0.88678 -0.82020 -0.045 -0.035 -0.041
C 3.87834 -2.03172 -0.42094 0.105 0.077 -0.007
C 5.03768 -1.59025 0.46837 -0.064 -0.107 -0.005
H 0.59300 -2.42557 -0.32712 0.004 0.018 -0.023
H -0.34807 -2.39556 1.15826 -0.046 0.003 -0.030
H -0.41913 -1.02313 0.04851 -0.014 -0.028 -0.048
H 2.01933 -1.89021 1.68369 0.058 0.053 0.027
H 0.98782 -0.52682 2.04971 0.039 -0.039 0.051
H 2.98220 0.30680 0.97583 0.019 -0.021 -0.009
H 1.59995 0.59400 -0.05672 -0.025 -0.012 0.001
H 3.52714 -0.13563 -1.36794 0.015 -0.006 -0.004
H 2.20514 -1.26419 -1.52725 -0.017 0.014 0.008
H 4.28408 -2.47932 -1.33171 -0.025 -0.031 -0.001
H 3.31258 -2.82156 0.08038 -0.026 0.006 -0.013
H 5.64104 -0.82863 -0.02981 -0.007 0.030 0.018
H 5.68870 -2.43444 0.69825 0.029 0.022 0.013
H 4.68704 -1.18053 1.41676 0.012 0.017 0.003
C -4.17259 0.01701 -7.03230 -0.019 0.095 0.107
C -2.99697 0.91810 -6.66966 -0.029 -0.030 -0.124
C -1.65369 0.37262 -7.15152 0.057 0.042 0.041
C -1.25739 -0.97835 -6.55350 -0.066 -0.037 -0.028
C -1.18973 -1.01092 -5.02820 0.120 -0.006 -0.011
C -0.14551 -0.06216 -4.44706 -0.122 -0.053 0.094
H -4.08295 -0.96368 -6.56314 -0.012 -0.011 -0.011
H -5.11416 0.45570 -6.69886 -0.021 -0.026 -0.022
H -4.23333 -0.12549 -8.11345 0.010 -0.049 -0.002
H -2.97733 1.07871 -5.58806 0.035 0.000 0.004
H -3.15218 1.90201 -7.11975 0.004 0.017 0.028
H -0.87529 1.11088 -6.93929 0.016 -0.019 0.005
H -1.68111 0.27283 -8.24114 -0.023 0.012 -0.007
H -0.28172 -1.26435 -6.95894 0.011 -0.006 0.015
H -1.95824 -1.74775 -6.89171 -0.001 0.015 -0.016
H -0.95189 -2.03084 -4.71459 -0.038 -0.010 0.011
H -2.17002 -0.78201 -4.60073 -0.014 -0.010 -0.018
H 0.85045 -0.29829 -4.82726 0.007 0.033 -0.025
H -0.11803 -0.14786 -3.35915 0.047 0.035 0.006
H -0.36730 0.97821 -4.68963 0.028 0.010 -0.002
C -5.09716 -7.17062 -6.30267 -0.063 -0.011 -0.111
C -4.45676 -7.02350 -7.68003 0.044 -0.050 0.107
C -3.20554 -6.14703 -7.67783 0.017 0.009 -0.066
C -3.43675 -4.69532 -7.25649 -0.043 0.003 0.068
C -4.46272 -3.93570 -8.09616 0.111 0.046 -0.064
C -4.06431 -3.80061 -9.56311 -0.121 0.013 0.049
H -5.43568 -6.21103 -5.90951 0.012 0.003 0.020
H -5.96562 -7.82890 -6.35044 -0.001 -0.005 0.036
H -4.39089 -7.60048 -5.58964 0.010 0.031 0.023
H -5.19284 -6.63115 -8.38673 0.015 0.015 -0.017
H -4.18176 -8.01554 -8.04730 -0.016 0.003 -0.034
H -2.75537 -6.17081 -8.67413 0.004 0.016 0.001
H -2.46415 -6.58901 -7.00486 -0.007 -0.017 0.007
H -2.47976 -4.16512 -7.30125 -0.002 0.011 -0.012
H -3.74617 -4.66395 -6.20772 0.010 -0.013 0.003
H -4.58202 -2.93538 -7.67336 -0.041 -0.006 0.016
H -5.44290 -4.41490 -8.02482 0.008 -0.016 0.027
H -3.10532 -3.28674 -9.65917 0.025 -0.029 -0.009
H -4.80941 -3.22287 -10.11196 0.024 0.007 -0.029
H -3.98020 -4.77279 -10.05067 0.027 0.000 -0.010
```
Positions in Å, forces in eV/Å.

Calculated values
Energy relative to the best compared isomer or geometry (same formula, charge and spin) (kcal per mole): 0.00
LUMO (eV): -0.3

=====

Number 1: energy -87553.79345 eV. Number 2: energy -57557.86528 eV.